Computed, not measured: a structure of composition C31H22ClIN8O3S2SbSe4Y in a non-equilibrium geometry, with ωB97M-V/def2-TZVPD.

## Properties
Energy relative to the best compared isomer or geometry (same formula, charge and spin), kJ/mol: 92.9
Largest force on an atom, eV/Å: 1.20
Energy, eV: -361835.731
Frontier orbital gap, eV: 4.344

ORCA input file:
```
! RIJCOSX wB97M-V def2-TZVPD def2/J DEFGRID3
* xyz -2 1
Y 0.73491 -1.12244 0.64368
Cl -4.63676 -1.43537 -3.93522
C -3.57087 -0.92828 -2.63970
C -3.34763 0.40148 -2.44814
C -2.48772 0.81947 -1.42197
I -2.09500 2.84825 -1.18559
C -1.83129 -0.07485 -0.57720
O -1.04294 0.33404 0.35384
C -2.09232 -1.50484 -0.77331
N -1.42197 -2.37175 0.02793
C -1.62411 -3.65850 -0.12049
C -2.50879 -4.15802 -1.09923
C -3.15269 -3.30080 -1.94102
C -2.96022 -1.90071 -1.81051
H -3.82197 1.12976 -3.09204
H -1.09095 -4.32500 0.55145
H -2.64447 -5.22828 -1.17154
H -3.81291 -3.67579 -2.71189
Se 0.90905 -5.21942 5.87948
Sb 0.64240 -5.86440 3.56186
Se 1.16504 -3.23649 2.16802
Se 3.17136 -2.40765 1.01262
Se -1.74700 -5.62330 2.90215
N -0.56200 1.71030 4.01549
C -1.41347 1.14604 4.99095
C -1.81796 1.88203 6.09208
C -2.66041 1.30820 7.03791
C -3.05823 -0.01147 6.90114
C -2.62156 -0.75897 5.81380
C -1.82859 -0.17305 4.83925
S -1.31853 -1.08310 3.42426
N 0.16213 -0.32113 3.08208
C 0.33537 0.91687 3.32857
C 1.64606 1.48446 2.88991
C 2.11187 2.73512 3.26525
C 3.35526 3.13994 2.79688
C 4.08021 2.28652 1.98967
C 3.53482 1.04581 1.67768
N 2.35297 0.65688 2.12064
H -0.26283 2.64912 4.21321
H -1.48271 2.90776 6.20434
H -2.98574 1.89276 7.88906
H -3.69225 -0.47174 7.64750
H -2.88987 -1.80354 5.71273
H 1.54815 3.38579 3.92037
H 3.74791 4.11186 3.06973
H 5.04827 2.56645 1.59738
H 4.05128 0.31505 1.06414
N -0.50669 -0.22806 -7.41510
C 0.12602 -0.36292 -6.17363
C 1.47733 -0.69782 -6.10187
C 2.08918 -0.88906 -4.87363
C 1.35572 -0.74501 -3.71108
C 0.00861 -0.41967 -3.76976
C -0.60277 -0.22089 -4.99269
S 2.09209 -1.10190 -2.13758
O 3.45295 -1.47775 -2.37786
O 1.13799 -2.07088 -1.57078
N 1.92750 0.16228 -1.14750
C 2.06837 1.44188 -1.55999
N 2.44476 1.74008 -2.81783
C 2.49338 3.02254 -3.14024
C 2.21134 4.04294 -2.25026
C 1.88962 3.63096 -0.96170
N 1.81871 2.36787 -0.59996
H 0.09720 0.05040 -8.17074
H -1.36668 0.29518 -7.39304
H 2.04770 -0.81684 -7.01687
H 3.13794 -1.14430 -4.80464
H -0.56888 -0.31521 -2.85997
H -1.65630 0.03447 -5.03003
H 2.78065 3.24095 -4.16601
H 2.24933 5.08500 -2.53232
H 1.68161 4.36069 -0.18209
*
```